No. 1
C26H12Br4N2O2RuS2Se3Te as an isolated structure in a non-equilibrium geometry, computed with ωB97M-V/def2-TZVPD.

The geometry in ORCA input format:
```
! wB97M-V def2-TZVPD RIJCOSX def2/J DEFGRID3
* xyz -1 2
Ru 1.537 1.140 0.107
Br 2.207 -4.588 -4.015
C 2.017 -2.808 -3.401
C 1.805 -1.770 -4.289
Br 1.681 -2.091 -6.149
C 1.664 -0.460 -3.794
Br 1.342 1.022 -4.931
C 1.739 -0.183 -2.439
O 1.613 1.028 -1.942
C 1.910 -1.248 -1.531
O 1.909 -0.948 -0.254
C 2.071 -2.533 -2.024
Br 2.313 -3.891 -0.725
Se 3.885 0.727 0.458
Se 5.004 2.762 0.769
Te 3.433 3.906 2.351
Se 1.317 3.354 1.088
S 0.464 -3.786 5.215
C 1.915 -4.623 5.548
C 2.936 -4.189 4.763
C 2.535 -3.155 3.874
C 1.217 -2.823 4.000
C 0.466 -1.831 3.219
C 1.175 -0.895 2.436
N 0.582 -0.037 1.648
C -0.762 -0.072 1.524
C -1.560 -0.885 2.320
C -2.991 -0.811 2.162
C -3.551 -0.012 1.226
C -2.736 0.788 0.351
C -3.234 1.628 -0.658
C -2.371 2.363 -1.436
C -0.986 2.209 -1.207
N -0.509 1.417 -0.277
C -1.357 0.733 0.506
C -2.828 3.304 -2.470
C -2.078 3.957 -3.403
C -2.844 4.824 -4.229
C -4.164 4.815 -3.907
S -4.485 3.761 -2.601
C -0.907 -1.774 3.191
H 1.928 -5.394 6.302
H 3.938 -4.591 4.803
H 3.193 -2.700 3.146
H 2.256 -0.833 2.467
H -3.609 -1.426 2.803
H -4.627 0.032 1.111
H -4.305 1.686 -0.824
H -0.247 2.729 -1.801
H -1.013 3.814 -3.517
H -2.425 5.419 -5.028
H -4.969 5.378 -4.351
H -1.496 -2.439 3.814
*
```

Results
expectation value of S² = 0.759
E_HOMO (spin up / spin down) = -3.96 / -3.84 eV
energy above the lowest of the compared OMol25 structures with the same formula, charge and spin = 108.54 kJ/mol
E = -541991.708 eV

Atomic partial charges in e from the Löwdin method, atoms 1 to 6: 0.76, 0.67, -0.77, -0.77, 0.67, -0.64

No. 2
A 2-piece molecular cluster, CH7OS overall in a non-equilibrium geometry, computed with ωB97M-V/def2-TZVPD.

The geometry in ORCA input format:
```
! wB97M-V def2-TZVPD RIJCOSX def2/J DEFGRID3
* xyz 1 1
O 2.217 -0.024 0.439
H -1.689 0.305 1.506
H 2.399 -0.951 0.253
H 3.069 0.273 0.824
C -1.365 -0.146 -0.770
S -0.729 0.766 0.678
H -1.071 0.368 -1.674
H -2.440 -0.138 -0.709
H -1.002 -1.161 -0.823
H 0.611 0.709 0.276
*
```

Results
E_HOMO = -16.28 eV
energy above the lowest of the compared OMol25 structures with the same formula, charge and spin = 153.05 kJ/mol
E = -14023.991 eV

Atomic partial charges in e from the Löwdin method, atoms 1 to 6: -0.07, 0.02, 0.08, 0.10, -0.31, 1.01

No. 3
C21H42F6Mn2N6O15S2 as an isolated structure in a non-equilibrium geometry, computed with ωB97M-V/def2-TZVPD.

The geometry in ORCA input format:
```
! wB97M-V def2-TZVPD RIJCOSX def2/J DEFGRID3
* xyz 0 11
Mn -0.469 0.249 3.147
Mn -0.142 -2.321 0.347
C 1.537 -3.760 4.456
F 2.697 -4.414 4.339
F 0.533 -4.605 4.200
F 1.418 -3.301 5.710
S 1.547 -2.326 3.300
O 2.861 -1.790 3.445
O 1.216 -2.898 2.008
O 0.472 -1.463 3.807
C -2.727 -3.507 4.000
F -2.567 -4.670 3.361
F -3.936 -3.484 4.562
F -1.809 -3.405 4.960
S -2.611 -2.108 2.803
O -2.181 -0.997 3.645
O -1.566 -2.507 1.862
O -3.918 -2.028 2.246
C -0.575 0.255 0.509
O -1.500 0.826 1.218
O -0.708 -0.398 -0.594
O 0.304 -0.349 1.300
C 1.219 3.003 2.526
O 0.854 1.941 3.034
N 1.048 4.194 3.092
C 1.527 5.373 2.415
C 0.678 4.333 4.484
H 1.733 3.071 1.561
H 1.709 5.185 1.358
H 2.464 5.742 2.844
H 0.770 6.156 2.482
H 0.155 3.429 4.784
H 1.584 4.408 5.090
H 0.038 5.200 4.610
C 2.358 -2.440 -1.916
O 1.605 -2.224 -0.974
N 1.978 -2.839 -3.123
C 0.556 -3.024 -3.374
C 2.923 -3.281 -4.118
H 3.447 -2.322 -1.806
H 0.363 -2.978 -4.443
H 0.028 -2.189 -2.908
H 0.156 -3.944 -2.946
H 3.927 -2.960 -3.851
H 2.916 -4.364 -4.268
H 2.653 -2.838 -5.079
C -1.524 4.170 0.179
O -1.851 5.056 0.952
N -0.647 4.363 -0.839
C -0.304 3.323 -1.784
C -0.065 5.647 -1.112
H -1.836 3.115 0.217
H -0.806 2.379 -1.561
H 0.770 3.120 -1.771
H -0.573 3.592 -2.810
H 1.025 5.629 -1.161
H -0.417 6.028 -2.081
H -0.421 6.359 -0.367
C -0.431 0.564 -3.830
O 0.603 1.038 -4.261
N -1.484 0.180 -4.601
C -2.722 -0.260 -4.001
C -1.395 0.213 -6.036
H -0.623 0.351 -2.768
H -2.895 -1.329 -4.188
H -3.567 0.263 -4.457
H -2.688 -0.078 -2.929
H -0.527 0.794 -6.337
H -1.265 -0.803 -6.432
H -2.286 0.647 -6.491
C -2.948 -2.698 -0.982
O -1.767 -3.051 -0.988
N -3.958 -3.409 -0.507
C -5.283 -2.836 -0.433
C -3.761 -4.735 0.019
H -3.272 -1.712 -1.341
H -5.368 -1.979 -1.098
H -5.494 -2.468 0.572
H -6.022 -3.583 -0.723
H -4.053 -4.778 1.073
H -4.383 -5.467 -0.504
H -2.721 -5.030 -0.065
C 4.173 2.966 -0.016
O 3.217 3.376 -0.652
N 4.175 1.866 0.748
C 5.361 1.392 1.423
C 3.051 0.955 0.740
H 5.130 3.510 0.085
H 6.177 2.108 1.370
H 5.706 0.441 0.997
H 5.110 1.158 2.461
H 2.191 1.394 0.251
H 3.298 0.023 0.208
H 2.805 0.566 1.729
*
```

Results
expectation value of S² = 30.005
E_HOMO (spin up / spin down) = -8.18 / -8.74 eV
energy above the lowest of the compared OMol25 structures with the same formula, charge and spin = 0.00 kJ/mol
E = -162733.777 eV

Atomic partial charges in e from the Löwdin method, atoms 1 to 6: 1.03, 0.97, -0.65, 0.14, 0.14, 0.14

No. 4
One molecule with the formula C7H8, computed with ωB97M-V/def2-TZVPD.

The geometry in ORCA input format:
```
! wB97M-V def2-TZVPD RIJCOSX def2/J DEFGRID3
* xyz 0 1
C 2.137 0.092 0.011
C 0.663 -0.126 -0.094
C 0.026 -0.663 -1.265
C -1.371 -0.420 -0.844
C -1.548 -0.652 0.665
C -0.394 0.327 0.851
C -0.512 0.838 -0.587
H 2.420 1.034 0.489
H 2.553 -0.728 0.606
H 2.565 0.035 -0.992
H -1.297 -1.672 0.977
H -2.177 -0.480 -1.567
H -2.512 -0.345 1.080
H -0.180 0.952 1.715
H -0.373 1.808 -1.045
*
```

Results
E_HOMO = -7.96 eV
energy above the lowest of the compared OMol25 structures with the same formula, charge and spin = 460.35 kJ/mol
E = -7383.976 eV

Atomic partial charges in e from the Löwdin method, atoms 1 to 6: -0.03, -0.38, 0.04, -0.22, -0.09, -0.13

No. 5
One molecule with the formula C6H10N2OS in a non-equilibrium geometry, computed with ωB97M-V/def2-TZVPD.

The geometry in ORCA input format:
```
! wB97M-V def2-TZVPD RIJCOSX def2/J DEFGRID3
* xyz 0 1
C -1.837 0.264 -0.513
C 1.152 0.470 -1.290
C 0.350 1.030 -0.049
C 1.981 -0.689 -0.783
C -0.859 0.272 0.487
C -1.254 0.850 1.876
N -2.504 0.419 -1.428
N 1.441 -1.636 0.232
O -1.336 -2.219 -0.433
S -0.230 -1.480 0.725
H 0.567 0.136 -2.092
H 1.738 1.346 -1.550
H 1.084 0.927 0.860
H -0.012 2.086 -0.177
H 2.254 -1.324 -1.689
H 2.843 -0.284 -0.286
H -1.042 1.913 2.007
H -0.814 0.283 2.585
H -2.273 0.811 2.136
H -1.248 -3.173 -0.620
*
```

Results
E_HOMO = -8.75 eV
energy above the lowest of the compared OMol25 structures with the same formula, charge and spin = 439.71 kJ/mol
E = -22243.248 eV

Atomic partial charges in e from the Löwdin method, atoms 1 to 6: -0.28, -0.17, -0.18, -0.34, -0.61, -0.04

No. 6
One molecule with the formula C26H40N4O4S2 in a non-equilibrium geometry, computed with ωB97M-V/def2-TZVPD.

The geometry in ORCA input format:
```
! wB97M-V def2-TZVPD RIJCOSX def2/J DEFGRID3
* xyz 0 1
C -2.624 -2.909 1.960
C -1.999 -1.816 1.096
C -2.428 -1.918 -0.372
C -3.888 -1.504 -0.569
N -4.184 -0.213 0.004
S -4.159 1.111 -0.973
O -4.728 0.724 -2.230
O -4.747 2.196 -0.244
C -2.443 1.568 -1.293
C -1.743 0.937 -2.303
C -0.446 1.337 -2.559
C 0.135 2.352 -1.809
C -0.566 2.983 -0.768
C -1.877 2.571 -0.536
N 0.056 3.940 0.050
C -0.346 4.064 1.446
C 0.176 2.870 2.259
O -0.562 2.075 2.798
N 1.519 2.807 2.280
C 2.239 1.682 2.831
C 2.627 0.668 1.751
C 1.370 0.074 1.090
N 1.561 -1.022 0.171
C 2.009 -2.264 0.766
C 1.744 -3.412 -0.212
C 2.155 -4.750 0.392
C 2.488 -3.137 -1.519
C 2.100 -1.768 -2.077
C 2.874 -1.442 -3.349
C 2.347 -0.707 -1.003
C 1.166 4.639 -0.326
O 1.863 5.227 0.479
C 1.478 4.615 -1.799
S 1.768 2.876 -2.225
C -3.790 -0.047 1.383
C -2.324 -0.408 1.610
H -2.332 -3.891 1.593
H -3.709 -2.854 1.958
H -2.282 -2.814 2.988
H -0.912 -1.944 1.129
H -2.299 -2.941 -0.731
H -1.779 -1.267 -0.962
H -4.142 -1.439 -1.628
H -4.553 -2.239 -0.103
H -2.228 0.180 -2.896
H 0.131 0.879 -3.346
H -2.497 3.026 0.218
H 0.095 4.988 1.827
H -1.430 4.117 1.534
H 2.051 3.532 1.819
H 1.579 1.206 3.561
H 3.131 2.054 3.341
H 3.207 -0.129 2.218
H 3.251 1.153 0.997
H 0.695 -0.269 1.879
H 0.852 0.863 0.535
H 1.454 -2.430 1.692
H 3.087 -2.246 1.011
H 0.669 -3.427 -0.423
H 1.602 -4.944 1.308
H 3.218 -4.752 0.626
H 1.959 -5.560 -0.307
H 2.261 -3.917 -2.249
H 3.565 -3.157 -1.332
H 1.027 -1.774 -2.296
H 2.667 -2.179 -4.122
H 3.944 -1.443 -3.153
H 2.599 -0.459 -3.725
H 2.043 0.273 -1.376
H 3.428 -0.667 -0.781
H 2.389 5.176 -1.995
H 0.653 4.991 -2.406
H -3.981 0.994 1.643
H -4.440 -0.677 1.999
H -2.095 -0.324 2.672
H -1.694 0.311 1.084
*
```

Results
E_HOMO = -8.43 eV
energy above the lowest of the compared OMol25 structures with the same formula, charge and spin = 0.00 kJ/mol
E = -63434.170 eV

Atomic partial charges in e from the Löwdin method, atoms 1 to 6: -0.06, -0.36, -0.14, -0.18, -0.23, 0.67

No. 7
A 2-piece molecular cluster, C2H5BrSi overall in a non-equilibrium geometry, computed with ωB97M-V/def2-TZVPD.

The geometry in ORCA input format:
```
! wB97M-V def2-TZVPD RIJCOSX def2/J DEFGRID3
* xyz 0 1
C 0.192 0.525 0.149
C 0.722 -0.208 1.050
Si -1.124 -0.234 -1.114
Br 3.153 0.478 2.208
H 0.445 1.580 0.031
H 0.674 -1.097 1.545
H -0.946 -1.649 -0.770
H -0.490 0.435 -2.275
H -2.626 0.170 -0.823
*
```

Results
E_HOMO = -9.12 eV
energy above the lowest of the compared OMol25 structures with the same formula, charge and spin = 375.81 kJ/mol
E = -80071.309 eV

Atomic partial charges in e from the Löwdin method, atoms 1 to 6: -0.35, -0.09, 0.70, -0.14, 0.07, 0.00

No. 8
A 2-piece molecular cluster, C3H10NO2 overall in a non-equilibrium geometry, computed with ωB97M-V/def2-TZVPD.

The geometry in ORCA input format:
```
! wB97M-V def2-TZVPD RIJCOSX def2/J DEFGRID3
* xyz 1 1
C 1.513 0.787 0.439
C -1.985 -1.171 -0.136
C 1.637 -0.717 0.535
N 0.721 1.215 -0.739
O -1.508 0.140 0.119
O 1.166 -1.482 -0.199
H 0.948 0.757 1.395
H 2.447 1.311 0.628
H -1.875 -1.752 0.785
H -3.072 -1.158 -0.529
H 2.033 -1.035 1.519
H 0.862 2.272 -0.756
H -0.269 0.789 -0.543
H -1.244 -1.533 -0.853
H -2.418 0.641 -0.044
H 1.043 0.936 -1.622
*
```

Results
E_HOMO = -14.56 eV
energy above the lowest of the compared OMol25 structures with the same formula, charge and spin = 233.15 kJ/mol
E = -8849.924 eV

Atomic partial charges in e from the Löwdin method, atoms 1 to 6: -0.11, -0.12, -0.28, 0.18, -0.18, 0.12